No. 1
Computed, not measured: a 2-piece molecular cluster, C9H10N2O2 overall at a distorted geometry, with ωB97M-V with the def2-TZVPD basis set.

```
! wB97M-V def2-TZVPD RIJCOSX def2/J DEFGRID3
* xyz 0 1
C -1.9612 0.3886 1.3731
C -0.4574 0.4980 1.0436
C 0.3141 1.2705 1.8365
O 1.5848 1.5538 1.9809
C 0.1422 -0.1985 -0.0653
C -0.5376 -1.2398 -0.6511
C 0.0541 -1.9323 -1.6801
C 1.3475 -1.6497 -1.9962
C 1.9210 -0.5390 -1.4200
N 1.3562 0.1854 -0.4767
H -2.2103 0.9255 2.1864
H -2.6267 0.6421 0.6575
H -2.2220 -0.5757 1.5044
H -0.1605 1.8129 2.7720
H 1.9875 1.0256 1.2685
H -1.4975 -1.5645 -0.4309
H -0.3838 -2.6249 -2.2574
H 2.0526 -2.0521 -2.7189
H 2.9700 -0.0806 -1.7029
N 1.8889 3.0113 -0.8639
C 1.1519 3.8671 -0.5028
O 0.5011 4.8090 -0.3509
H 2.1892 2.1155 -0.5662
*
```

The electronic energy is -16568.53968 eV. Its largest force on an atom is 5.62 eV/Å. As for the highest occupied orbital energy: -8.41 eV. Its HOMO-LUMO gap is 8.91 eV.



No. 2
Computed, not measured: C20H13F5N6O4SSeTc as an isolated structure at a distorted geometry, with ωB97M-V with the def2-TZVPD basis set.

```
! wB97M-V def2-TZVPD RIJCOSX def2/J DEFGRID3
* xyz 2 4
Tc -0.3720 -0.0873 0.1687
O -1.1902 3.6366 1.7207
C -0.9300 2.5717 1.0128
O -0.8900 1.4270 1.4951
C -0.6878 2.7265 -0.4262
C -0.6767 3.9102 -1.1556
C -0.4507 3.8319 -2.5252
C -0.2487 2.5924 -3.1240
C -0.2421 1.4497 -2.3258
N -0.4568 1.5249 -0.9958
C 0.0202 0.0475 -2.7043
O 0.1632 -0.3514 -3.9420
O 0.0954 -0.7798 -1.7852
H -1.3072 3.4445 2.6693
H -0.8533 4.8507 -0.6556
H -0.4460 4.7296 -3.1234
H -0.0879 2.5313 -4.1891
H 0.1171 0.3359 -4.6240
S -1.5387 -2.9532 -0.8703
C -2.7684 -1.7963 -0.5990
C -4.1094 -2.1570 -0.8163
C -5.1017 -1.2289 -0.6145
C -4.7357 0.0505 -0.1976
C -3.4026 0.3331 -0.0036
N -2.4216 -0.5548 -0.1941
H -4.3224 -3.1587 -1.1521
H -6.1396 -1.4771 -0.7714
H -5.4770 0.8117 -0.0212
H -3.1065 1.3220 0.3158
N -1.4190 -5.3335 1.5447
C -1.1504 -4.7757 2.7221
N -1.2693 -5.4639 3.8489
N -0.7634 -3.5096 2.8344
C -0.5893 -2.5627 2.0482
N -0.3631 -1.5720 1.4545
H -1.6684 -6.3072 1.4693
H -1.3566 -4.7973 0.6883
H -1.5470 -6.4313 3.8596
H -1.0488 -5.0153 4.7244
F 4.5271 -0.6166 5.8570
C 3.9902 -0.4315 4.6674
C 2.6435 -0.0702 4.5613
F 1.9153 0.1056 5.6567
C 2.0727 0.1030 3.3078
F 0.7874 0.4698 3.2050
C 2.8139 -0.0610 2.1392
Se 2.1415 0.2337 0.4008
C 4.1661 -0.4017 2.2694
F 4.8680 -0.5485 1.1521
C 4.7600 -0.5952 3.5108
F 6.0354 -0.9277 3.6065
*
```

The electronic energy is -130034.85822 eV. Its largest force on an atom is 1.78 eV/Å. As for the highest occupied orbital energy (spin up / spin down): -13.26 / -13.05 eV. Its HOMO-LUMO gap (spin up / spin down) is 6.37 / 4.81 eV.



No. 3
Computed, not measured: a 2-piece molecular cluster, C8H11F2O3 overall at a distorted geometry, with ωB97M-V with the def2-TZVPD basis set.

```
! wB97M-V def2-TZVPD RIJCOSX def2/J DEFGRID3
* xyz -1 1
C 3.0377 -0.2732 -1.9755
C -0.1662 -1.7248 -0.2842
C -0.4721 -0.8517 0.9053
C 0.1080 -0.8719 -1.5031
C 0.2956 0.4380 0.6260
C 0.5643 0.4779 -0.8916
C -0.4711 1.6988 1.0415
C 2.7601 -0.1068 -0.6355
O 3.0903 -1.3585 -2.5190
O 3.2079 0.9554 -2.6219
O 0.6681 1.5742 -1.4825
F 3.0950 1.0878 0.0159
F 2.8923 -1.1360 0.2841
H 0.6878 -2.3083 -0.0771
H -0.9928 -2.4186 -0.5495
H -1.5814 -0.9115 1.0108
H -0.1491 -1.5235 1.7552
H 0.9751 -1.2300 -2.0815
H -0.7000 -0.6434 -2.3235
H 1.1887 0.4980 1.2379
H -0.1376 2.6154 0.4227
H -0.3441 2.0867 2.1236
H -1.6202 1.6255 1.0404
H 2.5184 1.6166 -2.3467
*
```

The electronic energy is -20051.41035 eV. Its largest force on an atom is 3.20 eV/Å. As for the highest occupied orbital energy: -3.42 eV. Its HOMO-LUMO gap is 7.10 eV.



So what do the calculations give for ΔE to the lowest compared entry with this formula, charge and spin? Going down the list: 50.3 34.7 0.0 kcal/mol.